{
  "formula": "C8H19NO3S",
  "method": "ωB97M-V/def2-TZVPD",
  "species": ["C", "C", "C", "C", "C", "C", "C", "C", "N", "O", "O", "O", "S", "H", "H", "H", "H", "H", "H", "H", "H", "H", "H", "H", "H", "H", "H", "H", "H", "H", "H", "H"],
  "xyz": [[-2.562, -0.931, -1.457], [-2.562, 1.311, 0.725], [0.568, 1.139, 1.893], [1.252, -1.917, -1.056], [2.476, -1.361, 1.037], [-1.550, 0.261, -1.149], [-1.404, 0.654, 0.250], [-0.114, 1.546, 0.618], [2.158, -0.954, -0.344], [2.766, 1.441, 0.110], [1.787, 0.864, -2.117], [-0.059, 2.661, 0.256], [1.667, 0.895, -0.667], [-2.324, -1.712, -0.725], [-3.588, -0.775, -1.354], [-2.138, -1.127, -2.503], [-2.799, 2.210, 0.096], [-3.429, 0.627, 0.859], [-2.430, 1.761, 1.756], [-0.100, 1.657, 2.602], [0.412, 0.094, 2.239], [1.574, 1.684, 1.935], [0.258, -1.645, -0.747], [1.460, -1.597, -2.061], [1.466, -2.952, -0.806], [1.598, -1.707, 1.460], [3.438, -1.862, 1.033], [2.766, -0.320, 1.524], [-1.945, 1.105, -1.751], [-0.597, 0.024, -1.658], [-1.071, -0.213, 0.876], [3.024, -0.862, -0.876]],
  "forces_ev_per_a": [[4.3451, 0.2918, -0.5489], [-3.2652, 2.6230, 2.8012], [0.1417, 0.9448, 1.3764], [0.9900, 1.3628, 0.4905], [2.6285, 4.7990, -0.4546], [-1.1460, -0.2642, -2.6097], [4.9805, -1.6906, 1.0395], [-3.0740, -2.3401, 1.0564], [0.5888, -1.9915, -0.2010], [0.3440, 0.1949, -0.7253], [0.3999, 0.0265, 0.1351], [0.1799, 4.0427, -1.2000], [0.4734, -0.1843, -0.5551], [0.1229, -0.3760, -0.5245], [-1.5871, 0.7903, -0.3400], [-1.6256, -0.6773, 1.2964], [-0.0733, -0.9762, 0.3389], [0.3311, 0.5433, -0.5225], [-0.0007, -0.5154, -0.8750], [0.2576, 0.1760, 0.0800], [0.9483, 0.5102, -0.6112], [-1.4014, -1.3900, 0.3054], [-0.5166, -0.1739, -0.0735], [-0.6537, -0.7547, -0.8353], [0.2056, 0.0293, -0.2296], [-1.1570, -1.3365, 1.1636], [-0.5380, -1.0008, 0.3315], [-0.7025, -2.1534, -0.5097], [0.3405, -0.0609, 0.4123], [-0.4529, -0.0327, 0.4298], [-1.1493, -0.1312, -0.5044], [0.0653, -0.2850, 0.0633]],
  "lowdin_charge": [-0.067, -0.088, -0.063, -0.024, -0.053, -0.252, -0.416, -0.643, -0.285, -0.386, -0.371, 0.047, 0.802, 0.064, 0.035, 0.101, 0.118, 0.101, 0.108, 0.097, 0.083, 0.112, 0.063, 0.085, 0.099, 0.060, 0.098, 0.114, 0.131, 0.067, 0.134, 0.126],
  "homo_lumo_gap_ev": 9.0,
  "de_lowest_kj_mol": 164.2,
  "max_force_ha_per_bohr": 0.1068
}